35
Properties=species:S:1:pos:R:3:mulliken_charge:R:1 method="wB97M-V/def2-TZVPD" e_tot_ev=-31132.788 charge=+4 spin_multiplicity=5 homo_energy_ev="-23.944 / -24.098" relative_energy_ev=0.000 mol_weight_g_mol=477.3 s2=6.0173 lumo_energy_ev="-14.4 / -17.9"
Pt -1.1403 0.7870 -0.2846 1.50
O -4.1402 -1.8251 -1.5688 -0.30
C -3.2729 -0.9192 -1.3950 0.62
O -2.6746 -0.6947 -0.3089 -0.55
C -2.9793 -0.0193 -2.5518 0.57
C -3.6320 0.0155 -3.7716 -0.48
C -3.2797 1.0279 -4.6662 -0.56
C -2.3373 1.9948 -4.2982 -0.63
C -1.7325 1.8842 -3.0588 1.21
N -2.0389 0.8737 -2.2346 -0.52
C -0.7887 2.8375 -2.3869 0.62
O -0.2653 3.8703 -2.8994 -0.33
O -0.5166 2.5925 -1.1771 -0.60
H -4.3653 -2.3765 -0.7862 0.46
H -4.4020 -0.7094 -4.0133 0.55
H -3.7629 1.0872 -5.6358 0.51
H -2.1146 2.8122 -4.9753 0.28
H -0.4693 4.0880 -3.8302 0.37
O 1.9840 -1.2991 0.4625 -0.27
C 1.4450 -0.4468 1.1005 0.81
O 0.4172 0.2737 0.9769 -0.70
C 2.3401 -0.1488 2.5426 -0.29
N 3.7307 -0.6995 2.5197 -0.13
C 3.8490 -1.7278 3.6825 -0.60
C 2.4057 -2.1102 3.9509 -0.55
C 1.6218 -0.8336 3.6773 -0.63
H 2.3416 0.9443 2.4736 0.49
H 4.4149 0.0563 2.6438 0.40
H 3.9717 -1.1493 1.6291 0.42
H 4.3232 -1.2032 4.5097 0.36
H 4.4868 -2.5388 3.3393 0.38
H 2.2742 -2.4319 4.9849 0.39
H 2.0788 -2.9291 3.3057 0.30
H 1.6793 -0.1068 4.5132 0.42
H 0.5482 -0.9758 3.5305 0.47